Entry 1:
69
Properties=species:S:1:pos:R:3:forces:R:3 method="wB97M-V/def2-TZVPD" fmax_ha_per_bohr=0.0167 de_lowest_kcal_mol=52.88 gap_ha=0.2038 total_charge=+2
W -0.077116 -1.387491 -0.245984 0.7 0.5 0.3
C -0.903274 2.669212 -5.932226 0.0 -0.1 0.0
C -1.090366 1.834742 -4.700364 0.1 0.0 0.0
C -2.133227 2.051456 -3.815755 0.0 0.1 0.0
C -2.197570 1.379619 -2.606638 -0.1 0.0 0.1
C -1.217993 0.469794 -2.243403 0.2 -0.2 -0.3
N -1.208677 -0.066939 -0.916874 -0.1 -0.3 0.1
C -2.242964 0.178327 0.063998 -0.3 -0.1 0.3
C -2.501226 1.478478 0.478109 0.3 0.2 -0.1
C -3.568909 1.766007 1.304507 0.0 0.0 0.0
C -4.436753 0.758939 1.707552 0.0 0.0 0.0
C -5.659646 1.047620 2.524989 0.1 0.0 0.0
C -4.118817 -0.561718 1.367150 -0.1 0.1 0.0
C -3.020113 -0.886952 0.597859 0.1 -0.2 -0.2
C -2.659234 -2.369402 0.371095 -0.3 0.0 -0.3
O -1.248709 -2.553590 0.530458 -0.7 -0.4 0.0
C -3.275747 -3.357905 1.407195 0.2 0.0 0.1
F -4.565130 -3.554160 1.142952 0.0 0.1 0.1
F -3.139136 -2.872617 2.642521 0.0 0.0 0.0
F -2.631355 -4.514258 1.353203 -0.1 0.0 0.0
C -3.037783 -2.840563 -1.086407 0.3 0.1 0.0
F -4.077386 -2.172334 -1.552969 -0.1 -0.1 0.1
F -1.971049 -2.545982 -1.887670 -0.2 -0.1 -0.2
F -3.241010 -4.135434 -1.183960 -0.1 0.0 0.0
C -0.220992 0.126905 -3.193732 0.0 -0.1 0.1
C -0.170912 0.827951 -4.383638 -0.1 0.0 -0.1
C 0.902624 -0.881437 -2.956106 0.5 0.4 0.1
O 0.613262 -1.762084 -1.854168 0.2 0.2 -0.6
C 2.164592 -0.092855 -2.472678 -0.2 0.0 0.5
F 2.750301 0.613893 -3.405117 0.0 0.0 0.0
F 3.042890 -0.884960 -1.862808 0.1 -0.1 -0.3
F 1.704903 0.749668 -1.501336 -0.1 0.0 -0.2
C 1.234413 -1.828494 -4.150491 -0.2 -0.2 0.1
F 1.935505 -2.861637 -3.694614 0.0 0.1 0.0
F 1.950888 -1.203424 -5.076262 -0.1 0.0 0.0
F 0.105658 -2.278915 -4.685520 0.0 0.0 0.0
H -1.705869 3.393140 -6.049135 0.0 0.0 0.0
H -0.858804 2.048555 -6.828299 0.0 0.0 0.0
H 0.042624 3.209698 -5.869501 0.0 0.0 0.0
H -2.897452 2.780119 -4.053556 0.0 0.0 0.0
H -3.018929 1.578725 -1.933774 0.0 0.0 0.0
H -1.862980 2.277155 0.119293 0.0 0.0 0.0
H -3.735128 2.787173 1.622960 -0.1 0.0 -0.1
H -5.907257 2.106329 2.515623 0.0 0.0 0.0
H -5.499557 0.745398 3.562484 0.0 0.0 0.0
H -6.513320 0.481554 2.152794 0.0 0.0 0.0
H -4.766692 -1.338058 1.747149 0.0 0.0 0.0
H 0.609768 0.610117 -5.100005 0.0 0.0 0.0
C 6.449676 1.365554 4.534691 -0.1 0.0 0.0
C 5.205096 0.880831 3.847396 0.0 0.0 0.0
C 4.761169 1.471754 2.667404 0.0 0.0 0.0
C 3.600991 1.063534 2.016609 0.4 0.1 0.3
C 3.183031 1.737188 0.747415 0.1 -0.1 0.1
C 2.932935 0.012973 2.627295 -0.6 -0.4 -0.4
Te 1.030139 -0.654783 1.884203 0.0 0.4 0.6
C 3.295390 -0.642469 3.801090 0.4 0.1 0.1
C 2.563952 -1.767401 4.489852 0.1 0.2 0.0
C 4.465821 -0.163636 4.386532 -0.1 -0.1 0.1
H 6.951656 2.135770 3.953742 0.0 0.0 0.0
H 7.145878 0.542260 4.695819 0.0 0.0 0.0
H 6.204334 1.779391 5.513785 0.0 0.0 0.0
H 5.329307 2.285475 2.232359 0.0 0.0 0.0
H 3.716817 2.677163 0.628409 0.0 0.0 0.0
H 2.112338 1.952398 0.742756 0.0 0.0 -0.1
H 3.429902 1.106107 -0.104027 0.0 0.0 0.0
H 1.804023 -2.239084 3.870093 0.0 -0.1 0.0
H 2.077012 -1.394381 5.392570 0.0 0.0 0.0
H 3.273178 -2.535080 4.794133 0.0 0.0 0.0
H 4.791009 -0.632928 5.308975 0.1 0.0 0.0

***

Entry 2:
75
Properties=species:S:1:pos:R:3:forces:R:3 method="wB97M-V/def2-TZVPD" fmax_ha_per_bohr=0.0076 de_lowest_kcal_mol=0.00 gap_ha=0.2497 total_charge=-1
Ca -1.634619 0.757834 -0.538561 -0.2 0.1 0.0
C -1.856646 3.289723 -4.224178 0.1 0.1 0.1
C -0.919228 4.316936 -4.076782 -0.1 -0.1 0.0
C -0.452335 4.618688 -2.823034 -0.1 0.0 -0.1
C -0.912468 3.895609 -1.700341 -0.1 0.1 0.0
N -1.785098 2.883999 -1.855949 0.2 -0.2 0.0
C -2.243134 2.609285 -3.090158 0.0 0.1 -0.1
N -0.434449 4.327989 -0.492980 0.0 0.1 0.1
C -0.656155 3.763989 0.668148 0.0 0.0 0.0
N -1.200809 2.582344 1.005261 0.0 0.0 -0.2
C -1.008660 2.389980 2.368372 0.0 -0.1 0.1
N -1.240751 1.345990 3.050376 0.0 0.1 -0.1
C -1.749267 0.154914 2.549696 0.1 0.1 0.0
C -0.733068 -0.908898 2.229221 0.1 0.0 0.0
C -1.347898 -2.190564 1.705367 -0.2 0.0 0.0
C -2.742561 -2.400467 2.187199 0.0 0.0 0.0
C -3.488756 -1.331005 2.467429 0.0 0.0 0.0
N -3.024825 -0.017836 2.581789 0.0 0.0 0.0
C -0.392507 3.608673 2.953017 0.0 0.0 0.0
C -0.035051 3.944121 4.243402 0.0 0.0 0.0
C 0.548258 5.191424 4.438848 0.0 0.0 0.0
C 0.768094 6.059385 3.369523 0.0 0.0 0.0
C 0.413691 5.704297 2.072276 0.0 0.0 0.0
C -0.172175 4.466641 1.891813 0.1 0.0 0.1
H -2.258391 3.013387 -5.188311 0.0 0.0 0.0
H -0.568040 4.872179 -4.938353 0.0 0.0 0.0
H 0.255744 5.417066 -2.649068 0.0 0.0 0.0
H -2.930892 1.774484 -3.153647 0.0 0.0 0.0
H -0.296850 -1.151828 3.210708 -0.1 0.0 0.0
H -0.673595 -3.013220 1.914758 0.0 0.0 0.0
H -3.181674 -3.390254 2.176936 0.0 0.0 0.0
H -4.544608 -1.439107 2.687003 0.0 0.0 0.0
H -0.203638 3.255742 5.061063 0.0 0.0 0.0
H 0.840522 5.496215 5.436333 0.0 0.0 0.0
H 1.225904 7.023309 3.556130 0.0 0.0 0.0
H 0.585287 6.360389 1.229092 0.0 0.0 0.0
C 3.769344 -3.547942 -1.206632 0.0 0.0 0.0
Se 2.249047 -2.416197 -1.649335 0.0 0.0 0.0
C 3.279819 -0.772563 -1.797255 0.0 0.0 -0.1
C 3.513178 0.021154 -0.515901 0.1 0.0 0.0
Se 2.151889 1.336574 -0.001784 0.2 0.0 0.0
C 1.879320 2.079750 -1.747902 0.0 -0.1 0.0
H 4.528161 -3.542884 -1.988008 0.0 0.0 0.0
H 3.376835 -4.556864 -1.091578 0.0 0.0 0.0
H 4.200539 -3.241677 -0.254582 0.0 0.0 0.0
H 2.789708 -0.172417 -2.560039 0.0 0.0 0.0
H 4.255519 -1.057365 -2.197121 0.0 0.0 0.0
H 4.413065 0.638226 -0.607692 0.0 0.0 0.0
H 3.622510 -0.619235 0.359466 -0.1 0.0 0.0
H 2.828814 2.085604 -2.279577 0.0 0.0 0.0
H 1.504461 3.089222 -1.616819 0.0 0.0 0.0
H 1.161172 1.418727 -2.241237 0.0 0.1 0.0
O -2.734042 -0.454362 -2.529586 0.1 0.0 0.1
C -3.207984 -1.026256 -1.524444 0.0 -0.3 -0.3
O -3.696995 -0.454354 -0.525141 0.0 0.1 0.2
C -3.014229 -2.524397 -1.427034 0.0 0.0 0.0
C -3.726676 -3.404373 -2.210198 0.1 0.0 0.1
C -3.539051 -4.768993 -2.036788 0.0 0.0 0.0
C -2.629375 -5.267847 -1.132328 0.0 0.1 0.0
C -1.878953 -4.366159 -0.399732 0.0 0.0 0.0
C -2.062408 -2.979617 -0.494160 -0.1 0.0 0.0
O -1.409277 -2.052122 0.220235 0.0 -0.1 -0.1
N -0.835772 -4.968254 0.438912 0.0 0.0 0.1
O 0.268813 -4.473773 0.406325 0.0 0.0 0.0
O -1.147721 -5.951070 1.090831 0.0 0.0 0.0
N -4.319158 -5.711547 -2.841053 0.0 0.0 -0.1
O -5.123852 -5.253640 -3.629552 0.0 0.0 0.0
O -4.113944 -6.901358 -2.685093 0.0 0.0 0.0
H -4.439063 -3.041949 -2.936414 0.0 0.0 0.0
H -2.481234 -6.329366 -1.010530 0.0 0.0 0.0
F 1.427137 0.383796 2.327965 0.0 0.1 0.2
B 0.707399 -0.508250 1.486110 0.0 0.1 0.0
F 1.451187 -1.682008 1.381249 0.1 -0.1 -0.2
O 0.310592 -0.269778 -1.092112 -0.2 0.2 0.0
N 0.620705 0.318950 0.122810 0.2 -0.3 0.2

***

Entry 3:
71
Properties=species:S:1:pos:R:3:forces:R:3 method="wB97M-V/def2-TZVPD" fmax_ha_per_bohr=0.0088 multiplicity=5 gap_ha="0.2416 / 0.1775" total_charge=-1 s_squared=6.0494
Co 0.608009 0.065781 0.355434 0.3 -0.2 0.3
C -0.948608 -1.718754 -1.661216 0.0 0.0 0.0
N -0.786231 -1.527907 -0.222342 0.0 0.0 0.0
C -2.035801 -1.213169 0.458438 -0.1 0.0 0.0
C -2.484763 0.207661 0.149689 0.0 0.1 0.0
N -1.400390 1.134006 0.403614 -0.2 0.3 0.0
C -1.624173 2.458954 0.402907 -0.1 -0.1 -0.1
C -0.594377 3.308363 0.896523 -0.1 0.1 -0.1
F 0.469976 2.782390 1.446502 0.2 -0.1 0.1
C -0.677745 4.683960 0.825018 0.0 -0.1 0.0
F 0.309823 5.443059 1.281560 0.1 0.1 0.0
C -1.793564 5.280895 0.270217 -0.1 -0.1 0.0
F -1.870384 6.601541 0.174293 0.0 0.2 0.0
C -2.844234 4.499629 -0.195094 0.1 0.0 0.1
F -3.909951 5.092590 -0.735878 0.0 0.0 0.0
C -2.770273 3.134372 -0.114978 0.2 0.0 0.1
F -3.799502 2.450744 -0.613216 -0.2 -0.2 -0.1
C -0.085747 -2.669757 0.385831 0.0 0.1 0.0
C 1.360384 -2.738747 -0.096257 -0.1 -0.1 0.0
N 1.957228 -1.429943 0.057649 0.0 0.1 0.0
C 3.292083 -1.312250 0.169125 0.1 0.0 -0.1
C 3.839200 -0.082107 0.611419 0.0 0.0 0.0
F 2.991871 0.916430 0.914974 0.0 0.0 0.0
C 5.185267 0.151364 0.764953 0.0 -0.1 0.0
F 5.614150 1.337406 1.214105 0.0 0.0 0.0
C 6.111874 -0.842612 0.477758 -0.1 0.0 0.0
F 7.432026 -0.628742 0.640868 0.0 0.0 0.0
C 5.635058 -2.054934 0.026797 0.0 0.1 0.0
F 6.500859 -3.033161 -0.287064 0.0 0.0 0.0
C 4.278589 -2.278110 -0.128163 -0.1 0.0 0.0
F 3.929972 -3.480804 -0.655702 0.0 0.0 0.0
H -1.346769 -2.718335 -1.884632 0.0 0.0 0.0
H 0.008453 -1.591065 -2.165433 0.0 0.0 0.0
H -1.640320 -0.979844 -2.061820 0.0 0.0 0.0
H -1.853188 -1.297539 1.529877 0.0 0.0 0.0
H -2.839202 -1.912264 0.181222 0.0 0.0 0.0
H -3.361842 0.445357 0.756487 0.0 0.0 0.0
H -2.799509 0.298486 -0.895739 0.0 0.0 0.0
H -0.617664 -3.607285 0.162041 0.0 0.0 0.0
H -0.086292 -2.503414 1.463912 0.0 0.0 0.0
H 1.390960 -3.104712 -1.133459 0.0 0.0 0.0
H 1.855807 -3.507717 0.505306 0.0 0.0 0.0
Br -4.057767 4.270476 -4.886226 0.0 0.0 0.0
C -2.511751 3.715793 -3.929170 0.0 0.0 0.0
C -2.227157 2.364193 -3.829102 0.0 0.0 0.0
C -1.112449 1.970509 -3.104131 0.1 0.0 0.0
C -0.289306 2.907650 -2.492735 0.0 0.0 0.0
C -0.578207 4.260067 -2.639007 0.1 -0.1 0.0
C -1.694582 4.673424 -3.350076 0.0 0.0 -0.1
C 0.862614 2.478361 -1.586186 0.0 0.2 0.2
O 1.595411 3.365054 -1.154414 0.0 0.0 -0.1
O 0.897730 1.235880 -1.307427 -0.1 -0.2 -0.1
H -2.875042 1.635796 -4.297859 0.0 0.0 0.0
H -0.856778 0.924657 -2.993167 0.0 0.0 0.0
H 0.084055 4.974749 -2.166416 0.0 0.0 0.0
H -1.932682 5.723941 -3.451331 0.0 0.0 0.0
C -0.538451 1.554303 6.051711 0.0 -0.1 -0.1
Si -0.198337 -0.178274 5.399073 0.0 0.0 0.0
C -1.700159 -1.259415 5.769815 0.1 0.1 0.0
C 1.285115 -0.890949 6.311350 -0.1 0.0 0.0
C 0.108363 -0.125507 3.613340 -0.1 0.0 0.2
C 0.326961 -0.044956 2.410274 0.1 0.1 -0.2
H -0.628218 1.570452 7.140347 0.0 0.0 0.0
H -1.464478 1.947192 5.626578 0.0 0.0 0.0
H 0.268930 2.229279 5.762558 0.0 0.0 0.0
H -1.922055 -1.280821 6.840061 0.0 0.0 0.0
H -1.527164 -2.285637 5.439118 0.0 0.0 0.0
H -2.582923 -0.885279 5.247482 0.0 0.0 0.0
H 1.136553 -0.873305 7.393961 0.0 0.0 0.0
H 2.186516 -0.321869 6.078633 0.0 0.0 0.0
H 1.461622 -1.924579 6.007263 0.0 0.0 0.0